{"formula": "C22H24N4O6RuS3", "method": "wB97M-V/def2-TZVPD", "elements": ["Ru", "S", "S", "S", "O", "O", "O", "O", "O", "O", "N", "N", "N", "N", "C", "C", "C", "C", "C", "C", "C", "C", "C", "C", "C", "C", "C", "C", "C", "C", "C", "C", "C", "C", "C", "C", "H", "H", "H", "H", "H", "H", "H", "H", "H", "H", "H", "H", "H", "H", "H", "H", "H", "H", "H", "H", "H", "H", "H", "H"], "coordinates": [[0.497645, 0.054325, 1.677683], [2.237345, 0.237225, -0.268817], [-3.125555, -3.417175, -1.383117], [2.844045, 0.527525, 4.101883], [0.097645, -2.433075, 2.484883], [-1.239455, -0.623075, 0.600983], [-1.790055, -0.091775, 2.653583], [-3.814255, -4.322675, -2.256417], [2.022945, -2.467775, 1.317383], [-2.222155, -3.989575, -0.420817], [2.576445, 2.608025, 1.128583], [-4.339055, -2.512775, -0.633517], [4.384145, 1.354825, 0.927583], [0.300045, 2.088925, 0.928783], [-3.207555, -1.640275, 1.453483], [0.969145, -1.889775, 1.850083], [-2.482355, -0.366675, -3.890517], [-3.067955, -1.426375, -3.224517], [2.101345, -3.901075, 1.446683], [-0.963755, 2.490625, 0.743683], [-2.000755, -0.726875, 1.607283], [-2.314455, -2.143075, -2.314917], [3.641445, 3.266025, 1.722783], [1.258945, 3.039825, 1.100983], [-0.379855, 4.785625, 1.068883], [-1.350455, 3.804825, 0.803283], [5.193145, 0.199125, 0.677783], [-1.152655, -0.021675, -3.651017], [-0.995255, -1.830175, -2.067417], [4.738045, 2.484925, 1.600083], [-3.907955, -1.354375, 0.113783], [-0.549655, 1.150325, -4.365417], [3.055845, 1.413325, 0.639383], [1.484045, 0.392425, 3.340983], [0.929545, 4.394625, 1.211983], [-0.413555, -0.770575, -2.742217], [-0.977355, 2.077525, -3.982817], [-3.060955, 0.212625, -4.597417], [-0.766755, 1.104525, -5.432517], [-3.860955, -1.529675, 2.320983], [-4.951055, -3.129675, -0.118817], [-0.455255, -2.403575, -1.333517], [4.900045, -0.240275, -0.274617], [0.526645, 1.181725, -4.216217], [5.737545, 2.655325, 1.937683], [5.029845, -0.548875, 1.455683], [1.653145, -4.214875, 2.392583], [-1.682155, 1.706425, 0.536883], [3.156845, -4.158175, 1.415383], [-3.195455, -0.840175, -0.537217], [-4.775455, -0.705075, 0.267783], [6.241445, 0.483425, 0.654783], [1.706845, 5.119625, 1.382383], [3.530545, 4.207125, 2.213883], [-2.801855, -2.656875, 1.428983], [-2.384555, 4.069225, 0.668583], [-0.662555, 5.823325, 1.134983], [-4.100055, -1.696875, -3.381517], [1.562145, -4.365775, 0.620083], [0.614345, -0.514675, -2.539817]], "forces_ev_per_a": [[1.2, 0.1, 2.4], [-0.4, 0.1, 1.1], [-0.7, -0.1, 0.3], [-1.0, 0.0, 0.8], [0.1, -1.9, 0.3], [0.4, -0.2, -1.4], [1.2, 0.2, 0.3], [-0.1, 0.1, -0.2], [0.9, -0.6, -0.4], [0.2, 0.3, -0.1], [1.4, -0.8, 0.2], [0.4, -0.4, -0.8], [-1.5, 0.3, -0.2], [0.1, 2.0, 0.3], [0.3, 0.3, 0.0], [-2.2, 1.7, 1.3], [-0.1, -0.1, 0.1], [-0.1, 0.2, -0.2], [-0.2, 0.0, 0.2], [0.2, -0.1, 0.0], [-0.9, -0.3, -0.1], [-0.2, -0.4, 0.4], [0.6, 0.0, 0.2], [-2.3, -0.3, -0.4], [-0.9, -0.9, -0.2], [0.5, 1.0, 0.1], [0.3, -0.7, -0.2], [0.0, -0.1, 0.0], [0.0, -0.1, 0.1], [-0.2, 1.0, 0.4], [0.3, 0.3, 0.4], [0.0, 0.0, 0.1], [-0.2, -0.5, -0.6], [1.6, -0.5, -4.0], [0.7, -0.5, -0.1], [-0.2, 0.0, -0.1], [0.0, 0.1, 0.0], [-0.1, 0.0, -0.1], [0.1, 0.0, 0.0], [0.0, 0.0, -0.1], [-0.1, -0.3, -0.1], [0.1, 0.0, 0.1], [0.1, 0.1, 0.1], [0.1, 0.1, -0.1], [0.2, 0.1, 0.1], [0.0, 0.0, 0.0], [0.1, 0.0, -0.2], [0.1, -0.1, 0.1], [0.0, 0.0, -0.1], [-0.2, 0.2, 0.2], [0.1, -0.1, -0.1], [0.0, 0.1, 0.0], [0.1, 0.1, -0.1], [0.0, 0.2, 0.1], [0.0, 0.1, 0.1], [-0.2, 0.0, 0.0], [0.0, 0.1, 0.1], [-0.1, 0.0, -0.1], [0.0, 0.0, 0.1], [0.1, 0.1, 0.0]], "e_homo_ev": [-7.23, -7.19], "lumo_ev": [-0.523, -0.523], "homo_lumo_gap_ev": [6.71, 6.67]}

***

{"formula": "C10H19F2NO6PS2", "method": "wB97M-V/def2-TZVPD", "elements": ["S", "S", "P", "F", "F", "O", "O", "O", "O", "O", "O", "N", "C", "C", "C", "C", "C", "C", "C", "C", "C", "C", "H", "H", "H", "H", "H", "H", "H", "H", "H", "H", "H", "H", "H", "H", "H", "H", "H", "H", "H"], "coordinates": [[-2.693251, -2.179798, -2.631935], [1.999845, -0.022296, 4.773494], [-2.774122, 3.309295, -0.935778], [-0.596907, 1.197411, -1.726084], [-0.136674, 5.111245, -2.237052], [0.023550, 5.544834, 0.165352], [-3.019689, -1.265277, -3.705818], [2.419498, -1.398991, 4.930776], [1.096608, 0.624335, 5.704345], [0.829326, 1.966223, 0.107106], [-3.373914, -2.148539, -1.352805], [-1.087509, 3.443523, -0.375695], [-0.398177, -3.511375, -2.741534], [1.386841, 0.198540, 3.110029], [-2.747715, -3.842652, -3.270344], [2.354283, 1.160391, 2.422303], [3.452395, 0.992616, 4.584643], [-0.266018, 2.207055, -0.666122], [-1.341299, -4.089552, -3.795494], [-0.928246, -2.130250, -2.359975], [-0.411517, 4.718854, -0.827053], [3.719639, 0.990822, 3.086869], [-3.407843, 4.599410, -1.222947], [1.377834, -0.778748, 2.619622], [-1.198213, -3.564535, -4.747504], [0.373307, 0.605805, 3.147495], [0.631146, -3.451616, -3.108716], [3.206626, 1.997923, 4.939611], [-0.728777, -1.898608, -1.310655], [2.007959, 2.192101, 2.558582], [-1.156846, -5.154357, -3.965191], [4.276159, 0.578520, 5.168527], [-3.514703, -3.921545, -4.042671], [-3.523583, 2.710952, 0.177732], [-2.941226, 2.441829, -2.108454], [4.161300, 0.033545, 2.785214], [-2.980578, -4.513241, -2.437798], [-0.395015, -4.162127, -1.858671], [4.412151, 1.787989, 2.801249], [2.401818, 0.969826, 1.345585], [-0.508464, -1.349534, -3.000237]], "forces_ev_per_a": [[-0.2, -0.5, 0.2], [-0.1, -0.1, 0.8], [-0.6, -0.6, 0.3], [0.2, 4.1, 3.5], [-1.6, -2.3, 4.7], [-3.6, -6.4, -8.0], [-0.1, 0.2, 0.5], [-0.4, 0.5, 0.0], [0.3, -0.5, -0.3], [-8.9, 2.1, -6.4], [0.0, 0.5, -0.4], [-0.2, -0.7, -3.9], [0.3, -0.3, 0.1], [-0.4, 0.0, -0.7], [-0.1, -0.5, -0.2], [0.1, 0.2, -0.3], [0.5, 0.3, -0.1], [7.8, -3.5, 4.1], [0.2, 0.0, -0.3], [0.7, 0.2, 0.2], [4.5, 6.9, 5.3], [0.2, -0.1, -0.1], [1.0, -1.0, 0.3], [0.0, 0.1, 0.2], [-0.1, -0.1, 0.1], [0.1, -0.2, 0.2], [-0.2, 0.0, 0.1], [0.0, -0.2, 0.0], [-0.2, 0.1, -0.2], [0.1, -0.1, 0.0], [-0.1, 0.2, 0.0], [-0.2, 0.0, 0.1], [0.0, 0.2, 0.2], [0.9, 0.5, -1.1], [0.3, 0.8, 1.0], [0.0, 0.1, 0.1], [0.0, 0.2, -0.1], [0.0, 0.1, -0.1], [-0.1, -0.1, 0.1], [0.1, 0.0, 0.3], [-0.2, -0.1, 0.0]], "e_homo_ev": -12.19, "charge": 1, "lumo_ev": -6.161, "homo_lumo_gap_ev": 6.03}

***

{"formula": "C4H8OS2", "method": "wB97M-V/def2-TZVPD", "elements": ["S", "S", "O", "C", "C", "C", "C", "H", "H", "H", "H", "H", "H", "H", "H"], "coordinates": [[1.004347, 2.523143, -1.413974], [1.375557, -0.967506, -0.767864], [-1.707369, -0.273108, -1.330089], [-0.304615, 1.123285, 0.679591], [0.161799, 1.076160, -0.726527], [-0.654010, 0.290572, -1.616718], [0.349336, -2.189376, 0.057954], [-1.093228, 0.335628, 0.919464], [0.692472, -3.194061, -0.222876], [0.283539, -2.039773, 1.093375], [-0.132294, -0.074499, -2.554180], [-0.876106, 1.997539, 0.640270], [-0.645465, -2.268192, -0.312061], [0.545033, 1.308776, 1.286743], [1.839134, 2.776451, -0.298977]], "forces_ev_per_a": [[0.6, -1.1, 1.5], [-0.1, 1.4, 0.1], [0.5, 1.1, 0.3], [-1.2, -0.7, -0.8], [1.6, -1.4, 0.7], [-0.7, -2.8, -2.4], [0.2, -0.3, -1.2], [1.7, 0.6, -0.1], [0.7, 0.3, 0.3], [0.2, 0.0, 1.5], [-0.7, 1.2, 0.2], [-1.1, 1.8, 0.6], [-1.1, 0.7, -0.6], [0.4, -0.3, 1.1], [-1.0, -0.4, -1.2]], "e_homo_ev": -8.87, "e_above_lowest_kcal_mol": 57.9, "lumo_ev": -0.667, "homo_lumo_gap_ev": 8.20}

***

{"formula": "C3H10SSi", "method": "wB97M-V/def2-TZVPD", "elements": ["S", "Si", "C", "C", "C", "H", "H", "H", "H", "H", "H", "H", "H", "H", "H"], "coordinates": [[-3.097232, -0.960999, -0.026289], [1.440187, 0.006741, 0.429843], [2.640956, -0.994422, -0.658664], [-2.154309, 1.400721, 0.116055], [-1.865076, 0.054646, -0.371414], [2.411898, -0.669965, -1.633687], [-1.659965, 2.210693, -0.368145], [0.390676, -0.763081, 1.135681], [3.695728, -0.906697, -0.294989], [-1.512505, 1.370742, 0.997949], [-2.380001, -2.073389, -0.350169], [2.298781, 0.930957, 1.419017], [2.446383, -1.974411, -0.547828], [-3.234518, 1.347291, 0.500104], [0.578990, 1.021177, -0.347457]], "forces_ev_per_a": [[0.2, -1.4, 0.0], [0.4, 1.9, 0.4], [0.8, 2.9, 2.0], [-1.5, -1.5, 1.6], [1.1, 0.3, -1.0], [0.4, 0.3, -1.4], [-0.5, 0.8, -1.0], [0.4, -0.2, 0.2], [-0.8, 0.5, -0.7], [0.0, -0.1, 0.7], [-0.8, 0.0, 0.1], [-0.9, -1.1, -0.8], [-1.0, -3.6, 0.1], [1.2, 1.8, -0.5], [0.9, -0.6, 0.3]], "e_homo_ev": -8.17, "e_above_lowest_kcal_mol": 82.7, "lumo_ev": 0.440, "homo_lumo_gap_ev": 8.61}

***

Number 1: electronic energy -76534.907 eV, maximum force 0.085 Eh/bohr. Number 2: electronic energy -60833.001 eV, maximum force 0.217 Eh/bohr. Number 3: electronic energy -27993.190 eV, maximum force 0.073 Eh/bohr. Number 4: electronic energy -21981.701 eV, maximum force 0.072 Eh/bohr.